[1]
This record from the Open Molecules 2025 dataset describes a gas-phase ion, C2N3O (charge -1). The level of theory is wB97M-V/def2-TZVPD.

Properties
- HOMO-LUMO gap (spin up / spin down) (eV) = 6.9925 / 6.9913
- LUMO level (spin up / spin down) (eV) = 3.48 / 3.48
- calculated total energy (hartree) = -315.59427
- total charge = -1
- relative energy (zero: lowest compared OMol25 entry of this formula, charge and spin) (eV) = 1.573

Last column: Löwdin charge in e.
Cartesian coordinates (Å):
C  0.71697  1.34701  0.50815  -0.36
C  0.10606  0.20422  0.94941  -0.17
N  0.89249  2.42298  0.07899  0.08
N  -0.01730  -0.81369  0.13528  -0.05
N  -0.88553  -1.15994  -0.67996  -0.18
O  -0.90264  -2.42402  -1.09931  -0.32

***

[2]
This record from the Open Molecules 2025 dataset describes C3H5N5 in the gas phase. The level of theory is wB97M-V/def2-TZVPD.

Properties
- HOMO-LUMO gap (spin up / spin down) (eV) = 7.0871 / 7.7356
- LUMO level (spin up / spin down) (eV) = -0.54 / -0.18
- calculated total energy (hartree) = -390.94010
- relative energy (zero: lowest compared OMol25 entry of this formula, charge and spin) (eV) = 4.852

Last column: Löwdin charge in e.
Cartesian coordinates (Å):
C  1.09505  1.18472  -0.00623  -0.04
C  2.02092  0.17157  0.00672  -0.15
C  -0.14519  0.51446  -0.01484  -0.23
N  1.44146  -1.05265  0.00645  0.07
N  0.15865  -0.84402  -0.00255  -0.24
N  -1.43592  0.85837  -0.00956  -0.01
N  -0.80230  -1.70043  -0.01244  0.07
N  -2.43271  0.08218  0.01777  0.12
H  1.25916  2.24152  -0.00625  0.09
H  3.08802  0.23898  0.02436  0.10
H  -1.65422  1.86019  -0.03523  0.18
H  -0.42618  -2.64706  -0.02403  0.08
H  -2.16674  -0.90782  0.05583  -0.02

***

[3]
This record from the Open Molecules 2025 dataset describes C18H17N3O5S in the gas phase. The level of theory is wB97M-V/def2-TZVPD.

Properties
- HOMO-LUMO gap (eV) = 9.0411
- SMILES string = CCOC(=O)Cc1csc(NC(=O)c2cccc(N3C(=O)CCC3=O)c2)n1
- LUMO level (eV) = 0.34
- calculated total energy (hartree) = -1634.87192
- relative energy (zero: lowest compared OMol25 entry of this formula, charge and spin) (eV) = 0.039

Last column: Löwdin charge in e.
Cartesian coordinates (Å):
C  -1.07149  -1.21144  -3.14539  -0.05
C  -1.52795  0.15071  -2.65188  -0.19
O  -0.39272  1.02301  -2.57622  0.02
C  -0.14721  1.69264  -1.46586  -0.48
O  -0.83275  1.69207  -0.47416  0.12
C  1.13594  2.49675  -1.61415  -0.02
C  2.16169  1.97700  -0.65805  -0.38
C  3.00579  2.73473  0.09021  -0.36
S  4.05254  1.74149  1.03317  1.05
C  3.23845  0.33932  0.32969  -0.61
N  3.63168  -0.91023  0.71034  0.11
C  2.95912  -2.11884  0.62966  -0.40
O  3.59273  -3.14393  0.74063  0.10
C  1.48500  -2.09268  0.48740  -0.13
C  0.87314  -3.15289  -0.17689  -0.01
C  -0.50552  -3.22480  -0.23332  -0.07
C  -1.28634  -2.25471  0.37196  0.00
C  -0.67765  -1.19117  1.03107  -0.15
N  -1.46187  -0.16943  1.62008  0.10
C  -2.64038  0.30125  1.05493  -0.42
O  -3.20621  -0.18816  0.11377  0.09
C  -3.08426  1.51518  1.83394  -0.07
C  -2.11055  1.62230  2.99400  -0.06
C  -1.07457  0.54989  2.74114  -0.40
O  -0.10191  0.32833  3.41185  0.11
C  0.70747  -1.11774  1.09906  0.05
N  2.31532  0.63228  -0.51326  0.13
H  -0.62487  -1.12496  -4.13258  0.08
H  -0.33542  -1.62766  -2.46237  0.06
H  -1.92569  -1.87972  -3.19588  0.08
H  -2.00240  0.07732  -1.67088  0.09
H  -2.23119  0.60471  -3.35724  0.13
H  0.93546  3.54665  -1.39887  0.13
H  1.49092  2.38893  -2.64063  0.13
H  3.08258  3.80125  0.13802  0.07
H  4.59291  -1.00194  1.02023  0.15
H  1.49119  -3.91094  -0.63280  0.12
H  -0.98261  -4.04769  -0.74367  0.11
H  -2.36053  -2.32129  0.32642  0.12
H  -3.02388  2.37000  1.15957  0.13
H  -4.12441  1.40020  2.13802  0.13
H  -1.61029  2.58873  3.05040  0.13
H  -2.57732  1.43638  3.96252  0.13
H  1.16806  -0.32091  1.65600  0.11

***

[4]
This record from the Open Molecules 2025 dataset describes a molecular structure, C20H25CuN3O3S2. The level of theory is wB97M-V/def2-TZVPD.

Properties
- <S²> = 0.75
- HOMO-LUMO gap (spin up / spin down) (eV) = 5.2667 / 3.7997
- LUMO level (spin up / spin down) (eV) = -6.71 / -8.18
- calculated total energy (hartree) = -3603.41334
- spin multiplicity = 2
- total charge = +2

Last column: Löwdin charge in e.
Cartesian coordinates (Å):
C  -0.84334  -2.03417  -5.45088  0.05
C  -1.56134  -1.26307  -6.27678  -0.33
H  -0.70154  -3.08697  -5.65278  0.06
H  -0.37454  -1.65707  -4.55448  0.03
C  -1.76224  0.16983  -6.01448  -0.33
C  -1.69374  0.67323  -4.77598  0.04
H  -1.48964  0.06713  -3.90618  0.04
H  -1.84294  1.72853  -4.59358  0.06
C  -2.18214  -1.86197  -7.50428  -0.06
H  -1.95564  -2.92227  -7.57568  0.08
H  -1.81764  -1.37987  -8.41158  0.08
H  -3.26664  -1.75097  -7.49738  0.09
C  -2.05024  1.07813  -7.17328  -0.06
H  -2.95944  0.78113  -7.69658  0.09
H  -1.24154  1.06123  -7.90408  0.09
H  -2.17724  2.10433  -6.83968  0.08
Cu  0.15406  0.13243  3.26292  0.78
O  0.40586  -0.49377  1.39232  0.00
C  1.10446  -0.06627  0.44812  -0.32
O  1.44726  1.57543  2.83012  0.08
C  2.08866  1.72293  1.79052  -0.43
O  2.97776  2.67513  1.67112  0.13
N  1.98866  0.97863  0.62342  0.10
C  3.66986  2.57973  0.38812  -0.03
C  2.85916  1.56433  -0.41668  -0.05
H  4.68286  2.25313  0.59862  0.14
H  3.68186  3.57163  -0.04618  0.14
H  3.49496  0.80703  -0.86218  0.14
H  2.25426  2.03473  -1.18698  0.15
C  1.01986  -0.64957  -0.87998  -0.04
C  0.13266  -1.60407  -1.16918  0.16
H  1.68056  -0.28107  -1.64928  0.11
H  -0.55714  -1.98447  -0.43028  0.09
H  0.07206  -2.02027  -2.16388  0.08
C  -1.96044  3.07073  3.65462  -0.04
C  -1.78724  2.02963  4.70782  -0.57
N  -1.02454  0.92723  4.57212  -0.03
C  -0.89144  0.21133  5.71752  -0.30
C  -1.60544  0.70633  6.80742  -0.27
S  -2.38714  2.12043  6.28142  1.19
C  -0.00094  -0.97737  5.69252  -0.30
C  0.25046  -1.88067  6.71622  -0.28
S  1.26906  -3.08017  6.09142  1.19
C  1.35806  -2.39217  4.55492  -0.57
N  0.65146  -1.24397  4.52612  -0.02
C  2.04486  -2.99427  3.37512  -0.04
H  -3.03754  3.21113  3.43592  0.11
H  -1.53014  4.02953  4.01722  0.11
H  -1.42544  2.77243  2.72782  0.09
H  -1.62294  0.29873  7.80222  0.10
H  -0.16264  -1.84947  7.71822  0.10
H  3.12366  -3.12767  3.58292  0.11
H  1.58526  -3.98247  3.16422  0.11
H  1.91516  -2.35187  2.48112  0.07

***

[5]
This record from the Open Molecules 2025 dataset describes a molecular structure, C27H30BCuNP2S2. The level of theory is wB97M-V/def2-TZVPD.

Properties
- <S²> = 0.77
- HOMO-LUMO gap (spin up / spin down) (eV) = 2.7381 / 5.6420
- LUMO level (spin up / spin down) (eV) = 4.20 / 4.20
- calculated total energy (hartree) = -4245.93632
- spin multiplicity = 2
- total charge = -2
- relative energy (zero: lowest compared OMol25 entry of this formula, charge and spin) (eV) = 0.383

Last column: Löwdin charge in e.
Cartesian coordinates (Å):
Cu  2.38258  -14.09268  -15.01739  -0.02
C  7.58547  -10.67564  -12.09107  -0.30
P  6.33075  -12.01280  -12.06167  0.80
C  6.65642  -13.39416  -13.25231  -0.26
C  6.76615  -12.77748  -10.51045  -0.42
C  8.01413  -13.23601  -10.13672  -0.14
C  8.21005  -13.77370  -8.92056  -0.10
C  7.13409  -13.71313  -7.95448  -0.07
C  5.90617  -13.06367  -8.27923  -0.08
C  5.66688  -12.68858  -9.61177  -0.40
P  4.23571  -12.04812  -10.44296  0.79
C  3.59800  -10.77506  -9.41396  -0.32
C  3.01807  -13.38065  -10.39327  -0.28
H  7.59063  -10.20474  -13.09232  0.03
H  8.52358  -11.19924  -11.86102  0.01
H  7.30469  -9.92765  -11.33934  0.03
H  7.60686  -13.20456  -13.82601  0.05
H  5.79813  -13.41027  -13.89904  -0.03
H  6.65953  -14.36668  -12.77872  0.03
H  8.75564  -13.47514  -10.90216  0.11
H  9.06420  -14.40540  -8.63341  0.10
H  7.17952  -14.09277  -6.90239  0.10
H  5.08130  -12.93829  -7.55121  0.11
H  3.58925  -9.78497  -9.86562  0.03
H  4.17062  -10.74945  -8.47532  0.03
H  2.57502  -10.98251  -9.14613  0.02
H  2.18619  -13.24678  -9.61313  0.05
H  3.36379  -14.40578  -10.19839  0.04
H  2.45617  -13.39683  -11.34073  0.03
S  0.75901  -13.62021  -16.64079  0.96
C  1.56324  -12.37295  -17.62567  -0.50
C  0.78775  -11.61977  -18.53322  -0.11
C  1.31978  -10.50025  -19.18314  -0.15
C  2.60723  -10.16855  -18.88803  -0.15
C  3.40469  -10.82697  -17.95384  -0.14
C  2.87636  -11.91577  -17.23013  -0.75
S  3.73709  -12.52360  -15.91440  0.62
H  -0.24405  -11.99671  -18.71262  0.11
H  0.82550  -9.98693  -20.02934  0.09
H  3.03786  -9.28577  -19.44096  0.10
H  4.40748  -10.59042  -17.75500  0.06
C  -3.73522  -13.98389  -14.17027  -0.16
C  -2.91111  -14.83983  -14.89306  -0.16
C  -1.54733  -14.55449  -15.02929  -0.12
C  -1.02805  -13.32178  -14.66410  -0.22
C  0.14754  -12.75955  -15.20545  -0.50
C  0.57195  -11.53569  -14.87575  -0.17
C  -0.11253  -10.77463  -13.92985  -0.14
C  -1.30413  -11.24051  -13.42859  -0.11
C  -1.83990  -12.49877  -13.80381  -0.22
C  -3.17593  -12.79395  -13.65083  -0.11
H  -4.83574  -14.09632  -14.14275  0.07
H  -3.27344  -15.74985  -15.33302  0.07
H  -1.00437  -15.21334  -15.69904  0.06
H  1.45452  -11.20241  -15.35282  0.06
H  0.29131  -9.78071  -13.76664  0.08
H  -1.90412  -10.67789  -12.62664  0.10
H  -3.72017  -12.11255  -13.02392  0.07
B  4.00972  -17.36466  -12.25792  -0.48
C  3.18400  -16.39418  -13.19772  -0.19
N  2.82102  -15.45712  -13.79493  0.04
H  4.92606  -16.76840  -11.71196  -0.02
H  3.29094  -17.77536  -11.36658  -0.02
H  4.34992  -18.31724  -12.89191  -0.03

***

[6]
This record from the Open Molecules 2025 dataset describes a molecular structure, C10H11BiClDyF5O. The level of theory is wB97M-V/def2-TZVPD.

Properties
- <S²> = 9.37
- HOMO-LUMO gap (spin up / spin down) (eV) = 6.1177 / 6.1740
- LUMO level (spin up / spin down) (eV) = 2.45 / 2.49
- calculated total energy (hartree) = -2521.87073
- spin multiplicity = 6
- total charge = -1
- relative energy (zero: lowest compared OMol25 entry of this formula, charge and spin) (eV) = 2.534

Last column: Löwdin charge in e.
Cartesian coordinates (Å):
Dy  1.60051  1.63756  -2.65356  0.97
Cl  -0.88386  1.93158  -1.78556  -0.16
C  1.18843  0.14082  -4.27723  -0.42
C  2.00626  3.83543  -2.58456  -0.44
H  2.00118  0.56768  -4.95484  -0.04
H  1.41677  -0.85507  -3.76939  -0.02
H  0.10444  0.39785  -4.52645  -0.03
H  2.73124  3.79289  -3.46375  -0.04
H  2.46516  3.97534  -1.55016  -0.03
H  0.96033  4.24618  -2.77884  -0.04
Bi  0.51998  0.36887  -0.00121  1.44
C  0.32444  1.26527  1.98996  -0.37
C  2.61808  0.61389  -0.80420  -0.63
H  1.39363  1.49496  2.24953  -0.01
H  -0.34562  2.16157  1.87208  0.01
H  -0.11720  0.41052  2.58023  0.00
H  3.19465  1.45161  -0.36117  -0.08
H  2.82871  -0.39825  -1.23514  -0.07
F  -3.23506  -3.17135  4.40786  0.08
C  -2.62288  -2.70141  3.30683  -0.16
C  -1.73037  -3.53944  2.62813  -0.15
F  -1.48154  -4.79133  3.06162  0.09
C  -1.09512  -3.08417  1.50450  -0.16
F  -0.21372  -3.83492  0.81104  0.09
C  -1.36787  -1.78542  1.02810  -0.36
O  -0.81435  -1.49683  -0.12575  -0.33
C  -2.26087  -0.93540  1.73758  -0.16
F  -2.52982  0.32639  1.28534  0.05
C  -2.89439  -1.40270  2.86414  -0.15
F  -3.76116  -0.62213  3.54488  0.09